(1)
{"formula": "ClMg", "method": "the ωB97M-V functional and the def2-TZVPD basis", "species": ["Mg", "Cl"], "xyz": [[-0.84, 0.77, 0.09], [0.84, -0.77, -0.09]], "max_force_ev_per_a": 2.01, "homo_lumo_gap_ev": 7.461, "relative_energy_kj_mol": 18.4, "charge": 1}

=====

(2)
{"formula": "C6H6F6N2", "method": "the ωB97M-V functional and the def2-TZVPD basis", "species": ["C", "C", "C", "C", "C", "C", "N", "N", "F", "F", "F", "F", "F", "F", "H", "H", "H", "H", "H", "H"], "xyz": [[1.43, -0.93, 0.25], [0.38, -1.68, 0.13], [1.46, 0.59, 0.26], [-1.68, -0.90, -0.28], [0.13, 1.07, -0.38], [-1.22, 0.44, 0.25], [1.69, 1.31, 1.54], [-2.11, -0.98, -1.55], [2.40, 1.11, -0.68], [-2.53, -1.61, 0.53], [0.10, 2.45, -0.36], [0.19, 0.71, -1.67], [-2.20, 1.41, 0.39], [-0.94, 0.22, 1.56], [2.46, -1.27, 0.33], [0.30, -2.80, 0.23], [2.45, 1.05, 2.13], [1.44, 2.29, 1.46], [-1.44, -0.56, -2.22], [-2.28, -1.92, -1.92]], "max_force_ev_per_a": 4.39, "homo_lumo_gap_ev": 9.754, "relative_energy_kj_mol": 155.0}

=====

(3)
{"formula": "C24H71CrO23", "method": "the ωB97M-V functional and the def2-TZVPD basis", "species": ["Cr", "C", "C", "O", "H", "H", "H", "H", "H", "C", "C", "O", "O", "H", "H", "H", "H", "H", "H", "C", "C", "O", "O", "H", "H", "H", "H", "H", "H", "C", "C", "O", "O", "H", "H", "H", "H", "H", "H", "C", "C", "O", "O", "H", "H", "H", "H", "H", "H", "C", "C", "O", "O", "H", "H", "H", "H", "H", "H", "C", "C", "O", "O", "H", "H", "H", "H", "H", "H", "C", "C", "O", "O", "H", "H", "H", "H", "H", "H", "C", "C", "O", "O", "H", "H", "H", "H", "H", "H", "C", "C", "O", "O", "H", "H", "H", "H", "H", "H", "C", "C", "O", "O", "H", "H", "H", "H", "H", "H", "C", "C", "O", "O", "H", "H", "H", "H", "H", "H"], "xyz": [[-16.84, 0.83, -22.84], [-20.11, 3.28, -21.32], [-19.21, 2.83, -22.45], [-18.67, 1.55, -22.39], [-20.36, 4.33, -21.42], [-19.51, 3.29, -20.40], [-20.95, 2.61, -21.15], [-18.40, 3.56, -22.55], [-19.73, 3.05, -23.38], [-22.69, 6.47, -19.55], [-21.35, 5.94, -19.12], [-21.11, 6.21, -17.74], [-22.79, 7.88, -19.50], [-23.44, 6.09, -18.85], [-22.91, 6.01, -20.53], [-20.56, 6.37, -19.76], [-21.36, 4.84, -19.20], [-20.22, 5.86, -17.54], [-22.22, 8.28, -20.18], [-20.52, 0.49, -19.33], [-20.56, -0.42, -18.12], [-19.26, -1.01, -17.94], [-20.19, -0.27, -20.47], [-19.83, 1.31, -19.14], [-21.51, 0.97, -19.37], [-21.27, -1.24, -18.27], [-20.74, 0.16, -17.22], [-19.06, -1.58, -18.69], [-19.69, 0.25, -21.12], [-15.97, 2.05, -25.79], [-17.01, 2.13, -26.85], [-17.79, 0.94, -26.85], [-16.60, 2.20, -24.50], [-15.22, 2.82, -25.97], [-15.43, 1.10, -25.85], [-16.59, 2.30, -27.85], [-17.66, 3.00, -26.70], [-18.36, 0.96, -27.62], [-16.83, 3.17, -24.39], [-20.31, 3.50, -17.17], [-19.16, 3.33, -16.23], [-19.33, 4.03, -14.99], [-21.41, 2.68, -16.76], [-19.95, 3.28, -18.18], [-20.66, 4.54, -17.13], [-18.26, 3.77, -16.67], [-18.90, 2.30, -15.94], [-20.25, 3.93, -14.71], [-22.14, 2.88, -17.35], [-22.10, 3.21, -26.18], [-23.41, 2.50, -25.86], [-24.07, 1.99, -27.03], [-21.47, 3.73, -25.01], [-22.28, 3.96, -26.95], [-21.41, 2.43, -26.56], [-24.09, 3.17, -25.33], [-23.27, 1.65, -25.17], [-23.49, 1.33, -27.41], [-20.86, 3.08, -24.67], [-24.76, 3.51, -21.39], [-25.89, 4.44, -21.00], [-25.63, 5.70, -21.58], [-25.18, 2.16, -21.18], [-23.91, 3.75, -20.74], [-24.45, 3.67, -22.42], [-25.99, 4.42, -19.91], [-26.85, 4.10, -21.39], [-26.29, 6.35, -21.33], [-24.52, 1.65, -21.70], [-24.10, -1.54, -21.72], [-24.02, -0.50, -22.82], [-23.24, 0.70, -22.54], [-22.88, -2.30, -21.61], [-24.94, -2.20, -21.95], [-24.36, -1.09, -20.75], [-25.05, -0.12, -22.95], [-23.75, -1.02, -23.75], [-22.37, 0.64, -22.96], [-22.23, -1.73, -21.19], [-20.40, -0.56, -24.94], [-19.08, -1.25, -24.71], [-18.03, -0.28, -24.47], [-20.86, 0.21, -23.84], [-21.18, -1.29, -25.20], [-20.36, 0.08, -25.84], [-18.83, -1.79, -25.63], [-19.19, -1.94, -23.88], [-17.85, 0.09, -25.36], [-20.06, 0.66, -23.46], [-16.14, 0.43, -18.62], [-17.10, 1.59, -18.63], [-16.31, 2.78, -18.77], [-15.28, 0.50, -17.49], [-15.61, 0.27, -19.59], [-16.67, -0.53, -18.45], [-17.62, 1.64, -17.69], [-17.80, 1.50, -19.46], [-15.88, 2.72, -19.63], [-14.73, -0.28, -17.44], [-16.50, 5.90, -18.83], [-17.52, 4.94, -18.27], [-18.43, 5.51, -17.35], [-16.96, 6.64, -19.96], [-15.61, 5.31, -19.12], [-16.09, 6.50, -18.00], [-16.95, 4.12, -17.82], [-18.17, 4.47, -19.01], [-17.99, 5.89, -16.58], [-16.67, 7.55, -19.90], [-15.20, 5.46, -23.06], [-16.69, 5.17, -22.90], [-17.22, 4.86, -24.20], [-14.97, 6.74, -23.65], [-14.78, 4.73, -23.75], [-14.71, 5.46, -22.08], [-17.20, 6.04, -22.49], [-16.82, 4.35, -22.20], [-16.93, 5.51, -24.86], [-15.29, 7.42, -23.05]], "max_force_ev_per_a": 3.73, "homo_lumo_gap_ev": [5.944, 5.915], "spin_multiplicity": 5, "charge": 1}